The following is a quantum chemistry calculation of an isolated ion of composition C4H11N2O7 and charge +1 in a non-equilibrium geometry, from the Open Molecules 2025 dataset.

Structure (XYZ):
```
24
Properties=species:S:1:pos:R:3:forces:R:3:lowdin_charge:R:1
C -0.1422 -0.2758 0.9394 -0.8 1.5 -1.6 -0.426
C 1.2030 0.3521 0.5322 -0.5 1.5 -3.9 -0.299
C -0.7727 -0.9769 -0.3394 -1.0 2.7 2.7 -0.518
C 0.5875 0.9002 -1.4767 -0.2 0.8 5.8 -0.366
N 0.0665 -1.1487 1.9773 -0.3 -2.5 0.4 0.176
N -0.7519 0.2289 -1.3734 1.5 -1.3 2.2 0.247
O -1.0823 0.8341 1.1739 0.6 -1.3 1.3 0.022
O 1.3959 1.5846 1.1363 0.0 -1.6 -0.4 0.083
O 2.3579 -0.4135 0.4649 -1.3 0.7 -0.1 0.092
O -2.0845 -1.4049 -0.1981 1.2 -0.7 -0.9 0.137
O -0.0273 -1.9780 -0.7021 0.9 -1.2 -1.9 0.176
O 1.3968 0.3756 -2.4326 -0.8 1.2 0.1 0.115
O 0.2690 2.2580 -1.4407 0.5 -0.9 -2.6 0.076
H -0.3938 -2.0411 1.8743 0.0 -0.3 -0.4 0.120
H -0.1709 -0.9095 2.9008 0.0 1.2 1.2 0.103
H -1.1682 -0.1071 -2.1569 -1.0 -1.6 -3.9 0.143
H -1.4775 0.8209 -1.0446 -0.2 1.6 0.9 0.160
H -1.0881 0.9326 2.1620 -0.2 0.3 -1.4 0.144
H 2.1481 1.4083 1.6989 0.9 0.6 0.5 0.126
H 2.3528 -0.9967 -0.3231 -0.2 0.4 0.6 0.132
H -2.7052 -0.7630 0.1103 -0.5 1.0 0.7 0.116
H -0.4400 -2.2822 -1.5322 0.5 -0.9 0.2 0.170
H 2.0298 1.0915 -2.6311 0.0 -0.4 -0.2 0.155
H 0.3498 2.8071 -0.6600 0.7 -0.7 0.9 0.118
```
Forces are in eV/Å.

Computed properties:
- Total charge: +1
- E: -794.88850 hartree
- HOMO-LUMO gap: 0.3406 hartree
- Energy above the lowest of the compared OMol25 structures with the same formula, charge and spin: 252.6 kJ/mol


The following is a quantum chemistry calculation of a 13-piece molecular cluster, C39H104O13 overall in a non-equilibrium geometry, from the Open Molecules 2025 dataset.

Structure (XYZ):
```
156
Properties=species:S:1:pos:R:3:forces:R:3:lowdin_charge:R:1
C -14.6940 -6.1423 -5.8544 0.8 -0.6 0.2 -0.052
C -14.5668 -6.3573 -4.3236 -0.1 0.4 -2.1 -0.444
C -13.9195 -5.1405 -3.6081 -0.5 -1.0 0.1 -0.030
O -15.9143 -6.5543 -3.9084 -0.3 0.6 1.3 -0.077
H -15.0132 -5.1269 -6.0892 -0.2 -0.2 -0.2 0.077
H -15.3498 -6.9283 -6.2290 -0.7 0.4 0.0 0.056
H -13.7991 -6.4144 -6.4141 0.6 0.6 0.2 0.074
H -14.0894 -7.3333 -4.2360 0.8 0.3 0.7 0.135
H -14.5330 -4.2534 -3.7655 -0.2 -0.1 0.0 0.077
H -12.9213 -4.8682 -3.9509 0.0 -0.4 -0.3 0.083
H -13.8467 -5.3535 -2.5416 0.0 0.1 0.0 0.055
H -16.1782 -7.4336 -4.1893 -0.1 -0.1 0.0 0.070
C -18.3451 -8.9052 -5.9848 -1.3 0.3 -1.0 -0.036
C -18.0371 -10.2860 -6.5249 -0.8 -0.2 1.7 -0.522
C -17.3212 -10.4441 -7.8153 -0.1 0.8 -0.7 -0.047
O -17.2225 -10.7871 -5.4845 1.0 -0.9 0.6 -0.065
H -19.1868 -8.4706 -6.5241 0.3 0.5 -0.6 0.072
H -17.4438 -8.2954 -6.0480 -0.2 0.2 0.0 0.067
H -18.7672 -8.8834 -4.9801 0.6 -0.6 0.3 0.075
H -18.8647 -10.9953 -6.5183 -0.9 0.6 -0.3 0.128
H -16.9728 -11.4769 -7.8072 0.5 0.2 -0.4 0.086
H -16.5532 -9.6723 -7.8643 0.6 -0.5 -0.1 0.085
H -17.9426 -10.2861 -8.6968 -0.2 -0.1 0.1 0.086
H -17.2150 -11.7346 -5.6387 0.5 -0.2 0.4 0.084
C -20.9923 -3.6990 0.3707 1.5 -0.8 1.1 -0.067
C -21.4430 -2.8346 -0.7473 1.8 0.6 0.4 -0.482
C -20.2194 -2.0118 -1.2801 0.0 0.5 0.9 -0.032
O -21.9709 -3.6434 -1.7516 -0.5 -0.3 -0.2 -0.063
H -20.2343 -4.4213 0.0678 -0.3 -0.4 -0.5 0.066
H -21.7733 -4.2189 0.9257 -0.1 0.1 -0.2 0.083
H -20.3788 -3.1358 1.0739 -0.5 0.4 0.3 0.085
H -22.2066 -2.2009 -0.2962 -0.2 0.5 -0.5 0.138
H -19.3431 -2.5914 -1.5704 -0.5 -0.7 -0.7 0.074
H -19.7220 -1.4595 -0.4828 -0.5 0.3 0.5 0.066
H -20.4478 -1.2508 -2.0263 -0.2 -0.3 -0.3 0.070
H -22.3669 -2.9995 -2.3434 -0.4 0.0 -0.9 0.041
C -21.7988 -12.0839 -4.7836 0.0 -0.1 0.5 -0.045
C -22.0463 -11.8330 -3.2575 -0.7 1.2 -0.7 -0.484
C -23.4530 -11.2432 -3.0006 0.0 -1.0 0.0 -0.055
O -21.8929 -12.9920 -2.5043 0.5 -1.4 -0.1 -0.039
H -21.8506 -11.1246 -5.2986 0.1 0.1 0.1 0.066
H -22.4917 -12.7384 -5.3124 -0.5 -0.1 0.5 0.075
H -20.8313 -12.5265 -5.0204 0.3 0.2 0.5 0.065
H -21.3275 -11.0742 -2.9485 0.4 0.0 0.0 0.124
H -23.6246 -10.8181 -2.0118 0.7 0.8 0.0 0.059
H -24.1206 -12.0957 -2.8754 -0.3 -0.2 -0.9 0.080
H -23.7547 -10.5879 -3.8178 -0.2 0.1 0.3 0.066
H -21.8838 -12.8361 -1.5570 0.0 0.4 -0.1 0.095
C -17.2493 -1.2326 -6.2712 -1.1 -0.7 0.3 -0.061
C -16.4535 -0.3510 -5.3514 -0.7 0.9 -0.7 -0.507
C -15.0238 -0.1964 -5.7243 0.4 -0.9 -0.5 -0.065
O -17.1067 0.9386 -5.4557 0.1 -0.4 0.8 -0.055
H -17.0306 -2.2808 -6.0673 0.5 -0.1 -0.7 0.074
H -17.2847 -0.9222 -7.3154 0.9 -0.2 -0.1 0.088
H -18.3184 -1.2046 -6.0606 -0.1 0.4 0.7 0.074
H -16.3955 -0.7757 -4.3492 -0.9 0.2 0.4 0.122
H -14.4672 0.2461 -4.8982 0.2 0.4 -0.4 0.080
H -14.9488 0.2940 -6.6949 0.3 0.3 0.2 0.091
H -14.6568 -1.2142 -5.8564 0.4 -0.1 0.0 0.080
H -16.8049 1.4652 -4.7120 0.0 0.3 0.0 0.079
C -24.3026 -0.7254 -5.2371 0.9 -0.7 -1.1 -0.045
C -24.0946 -1.9073 -4.2344 -0.9 0.1 -0.1 -0.410
C -23.9478 -3.3521 -4.8376 -0.4 0.8 -0.2 -0.028
O -22.9756 -1.6527 -3.3868 1.2 0.1 -0.4 -0.083
H -25.1218 -0.8084 -5.9512 -0.6 -0.3 0.6 0.075
H -23.4910 -0.6832 -5.9635 0.6 -0.4 0.1 0.074
H -24.2765 0.3026 -4.8758 -0.4 -0.3 0.8 0.072
H -24.8501 -1.8506 -3.4507 -1.2 -0.6 -0.8 0.129
H -23.1667 -3.4169 -5.5950 0.5 0.2 0.5 0.067
H -24.7896 -3.7341 -5.4150 -0.6 0.7 0.1 0.078
H -23.8435 -4.1289 -4.0801 0.5 0.4 0.3 0.066
H -23.1953 -0.8428 -2.9206 0.3 0.1 0.1 0.103
C -25.9053 -9.2759 -7.8418 2.3 -0.6 0.2 -0.027
C -24.8767 -9.5903 -8.9950 -1.2 -0.6 -1.2 -0.436
C -25.4469 -10.2473 -10.2880 -1.5 -0.6 1.2 -0.048
O -24.3095 -8.4015 -9.4282 0.7 2.0 -0.3 -0.093
H -26.8639 -8.8387 -8.1211 0.2 -0.2 -0.1 0.086
H -25.3074 -8.6028 -7.2273 -0.3 0.9 -0.2 0.060
H -25.9511 -10.0484 -7.0742 -0.8 -0.7 -0.6 0.060
H -23.9685 -10.1066 -8.6840 -0.5 -0.6 0.6 0.143
H -26.2602 -9.6409 -10.6868 0.3 0.7 -0.2 0.073
H -26.0631 -11.1074 -10.0261 0.4 -0.6 0.1 0.072
H -24.7785 -10.5245 -11.1032 0.3 0.3 0.4 0.080
H -24.9321 -7.8648 -9.9241 -0.4 -0.1 -0.1 0.110
C -14.4055 0.5983 -0.7804 -1.6 0.0 0.5 -0.062
C -14.5432 -0.8752 -0.4970 0.3 0.7 -0.9 -0.512
C -15.9056 -1.5463 -0.7800 1.0 -0.2 0.4 -0.031
O -13.5918 -1.3798 -1.3890 1.1 -1.3 -0.6 -0.066
H -14.6584 0.7567 -1.8288 0.2 0.3 0.0 0.074
H -13.4093 0.9460 -0.5070 -0.2 0.1 -0.2 0.086
H -15.1827 1.0435 -0.1593 0.1 0.8 0.0 0.080
H -14.1538 -0.9821 0.5155 -0.6 -0.6 0.4 0.135
H -15.6852 -2.6001 -0.9500 -0.1 -0.4 0.8 0.065
H -16.3495 -1.3596 -1.7579 0.0 1.1 0.1 0.066
H -16.5739 -1.3838 0.0656 -0.3 -0.2 -0.3 0.077
H -13.3386 -2.2580 -1.0954 0.1 -0.3 -0.2 0.089
C -20.5100 -5.5488 -8.4686 -0.5 -1.0 0.8 -0.036
C -21.7730 -6.4537 -8.3073 0.8 2.3 0.0 -0.488
C -22.9507 -5.6719 -7.7022 0.1 -0.5 0.2 -0.053
O -22.1601 -6.8151 -9.6107 0.2 0.0 0.1 -0.056
H -20.1465 -5.1699 -7.5134 -0.2 0.0 0.2 0.051
H -20.7492 -4.6805 -9.0825 0.1 -0.3 -0.3 0.081
H -19.6976 -6.1675 -8.8498 0.0 0.3 -0.5 0.073
H -21.5804 -7.3327 -7.6922 0.3 -0.2 0.1 0.122
H -22.8069 -5.2505 -6.7073 0.3 0.0 -0.1 0.039
H -23.7519 -6.4045 -7.6047 -0.4 0.2 -0.1 0.065
H -23.2370 -4.8772 -8.3910 -0.1 0.0 0.0 0.092
H -23.0423 -7.1568 -9.4477 -0.1 -0.7 -0.6 0.020
C -21.3171 -6.1958 -4.2404 -0.2 -1.5 0.8 -0.016
C -19.9494 -5.9294 -3.6211 1.2 1.8 -0.4 -0.458
C -19.2627 -4.7416 -4.2250 0.3 1.4 -1.9 -0.068
O -20.0264 -5.5837 -2.2405 0.1 -1.6 0.0 -0.080
H -21.5953 -7.2072 -3.9442 -0.2 -0.2 0.3 0.068
H -21.4404 -6.2599 -5.3214 0.5 0.7 0.0 0.057
H -22.0730 -5.5712 -3.7644 0.1 0.3 -0.3 0.066
H -19.1850 -6.6857 -3.7996 -0.6 -0.9 0.6 0.124
H -18.2443 -4.5121 -3.9115 -0.1 -0.4 0.7 0.076
H -19.8522 -3.8308 -4.1198 -0.2 0.1 0.2 0.080
H -19.1235 -4.8413 -5.3014 -0.2 -0.3 -0.4 0.063
H -20.6474 -4.8529 -2.1955 -0.5 0.4 0.2 0.028
C -23.7415 -7.7130 -0.6215 0.1 -0.6 -2.2 -0.069
C -22.5331 -8.3590 0.0399 -0.3 1.2 -0.2 -0.456
C -21.1637 -7.7722 -0.3879 0.1 0.0 -0.4 -0.035
O -22.8962 -8.0997 1.3818 1.2 -0.5 1.6 -0.064
H -24.6685 -8.2312 -0.3763 0.1 0.0 0.3 0.071
H -23.6641 -7.7623 -1.7076 0.0 0.1 -0.3 0.064
H -23.8460 -6.6574 -0.3704 0.2 0.0 0.2 0.082
H -22.4967 -9.4437 -0.0614 -0.2 0.0 -0.1 0.126
H -20.9554 -7.7552 -1.4576 -0.8 -0.2 -0.3 0.057
H -20.2816 -8.3212 -0.0582 -0.2 -0.1 0.8 0.074
H -21.0254 -6.7158 -0.1578 -0.2 0.0 0.5 0.058
H -22.9246 -7.1428 1.4534 0.0 0.1 0.3 0.075
C -26.7534 -9.0354 -4.1042 0.1 -0.1 -0.7 -0.062
C -27.9716 -9.1534 -3.2264 0.9 0.0 0.6 -0.546
C -27.9276 -8.1318 -2.1368 0.2 0.7 0.0 -0.062
O -29.1737 -9.0201 -3.9206 -0.6 -0.5 -0.5 -0.025
H -25.8877 -9.0165 -3.4421 0.3 -0.4 -0.4 0.071
H -26.7091 -8.1543 -4.7443 -0.3 0.6 0.4 0.079
H -26.7657 -9.8262 -4.8543 0.4 -0.4 0.4 0.069
H -27.8934 -10.1213 -2.7312 -0.6 -0.4 -0.3 0.142
H -28.8566 -8.1689 -1.5679 0.2 0.1 0.2 0.090
H -27.8301 -7.1820 -2.6626 -0.2 0.5 0.3 0.084
H -27.0394 -8.2182 -1.5108 -0.2 -0.1 0.2 0.072
H -29.2952 -8.0804 -4.0748 -0.1 0.1 -0.1 0.088
C -17.4123 -6.3913 0.1001 -0.2 -0.3 0.0 -0.050
C -15.9798 -6.9603 0.0046 -1.5 -0.8 -1.2 -0.476
C -15.9292 -8.3538 -0.7029 -0.3 0.9 1.3 -0.042
O -15.1569 -6.0901 -0.6953 1.4 1.3 0.2 -0.070
H -17.4310 -5.3178 0.2878 0.4 0.0 0.3 0.073
H -17.9854 -6.8786 0.8889 0.0 0.0 0.2 0.074
H -18.0211 -6.5062 -0.7966 0.3 -0.2 -0.4 0.059
H -15.6113 -7.0780 1.0237 0.4 0.2 -0.1 0.130
H -16.5181 -8.3724 -1.6200 -0.1 0.0 0.1 0.064
H -16.3260 -9.0135 0.0688 -0.1 -0.7 -0.5 0.071
H -14.8969 -8.6162 -0.9347 0.0 0.0 0.1 0.074
H -15.5603 -5.7472 -1.4962 -0.5 -0.3 -0.1 0.059
```
Forces are in eV/Å.

Computed properties:
- Total charge: 0
- E: -2526.23187 hartree
- HOMO-LUMO gap: 0.3637 hartree
- Energy above the lowest of the compared OMol25 structures with the same formula, charge and spin: 569.7 kJ/mol


The following is a quantum chemistry calculation of one molecule with the formula C3H6OSi in a non-equilibrium geometry, from the Open Molecules 2025 dataset.

Structure (XYZ):
```
11
Properties=species:S:1:pos:R:3:forces:R:3:lowdin_charge:R:1
C 1.0535 -0.0670 -0.4557 -1.4 2.7 1.4 -0.220
C 0.1483 -1.1206 0.2296 -0.6 3.7 0.7 -0.276
C 0.8758 1.1684 0.1793 -0.8 -5.3 0.8 -0.032
O -1.6051 1.2354 -0.2479 -0.9 0.7 0.2 -0.384
Si -1.5553 -0.2704 -0.1239 1.3 -0.6 -0.8 0.661
H 1.4695 -0.3207 -1.4642 0.0 0.6 1.3 0.106
H 0.4235 -2.0562 -0.1262 -0.1 -2.1 0.1 0.032
H 0.1855 1.1904 1.0959 1.3 -0.3 -1.4 0.072
H 1.4220 2.0078 0.2352 2.0 3.0 -1.3 0.011
H -2.7048 -0.9497 -0.6408 -0.7 -0.8 0.0 -0.056
H 0.2872 -0.8174 1.3189 -0.1 -1.6 -1.1 0.086
```
Forces are in eV/Å.

Computed properties:
- Total charge: 0
- E: -482.53954 hartree
- HOMO-LUMO gap: 0.3183 hartree
- Energy above the lowest of the compared OMol25 structures with the same formula, charge and spin: 186.1 kJ/mol


The following is a quantum chemistry calculation of an isolated ion of composition C4H3O3 and charge -1 in a non-equilibrium geometry, from the Open Molecules 2025 dataset.

Structure (XYZ):
```
10
Properties=species:S:1:pos:R:3:forces:R:3:lowdin_charge:R:1
C 0.0802 -0.8889 -0.0964 -4.8 2.7 0.2 -0.255
C -1.1821 0.0322 -0.0891 5.2 -0.8 0.5 -0.380
C 0.9740 0.1445 -0.0189 -0.4 1.9 -1.6 -0.460
C -0.2096 1.2843 -0.1129 0.1 -1.7 0.5 -0.049
O -2.3695 -0.0863 0.0000 -1.5 -0.2 -0.1 0.003
O 2.2006 0.3030 0.0189 0.4 -0.2 0.4 -0.086
O 0.0864 -2.2156 0.1486 -2.6 -0.4 -0.2 0.050
H -0.4341 2.0140 -0.8947 0.6 -0.2 -0.5 0.071
H -0.1105 1.8303 0.8173 -0.5 0.3 0.5 0.069
H 0.9645 -2.4176 0.2272 3.6 -1.3 0.4 0.038
```
Forces are in eV/Å.

Computed properties:
- Total charge: -1
- E: -379.93442 hartree
- HOMO-LUMO gap: 0.2505 hartree
- Energy above the lowest of the compared OMol25 structures with the same formula, charge and spin: 57.1 kJ/mol


The following is a quantum chemistry calculation of one molecule with the formula C17H22N2O4 in a non-equilibrium geometry, from the Open Molecules 2025 dataset.

Structure (XYZ):
```
45
Properties=species:S:1:pos:R:3:forces:R:3:lowdin_charge:R:1
C 2.8810 -3.4147 1.2116 -0.1 -0.1 0.0 -0.085
H 3.5130 -3.0878 2.0335 0.1 0.0 0.1 0.082
H 3.1674 -2.8643 0.3185 0.1 0.0 0.0 0.062
H 3.0577 -4.4740 1.0416 0.1 -0.1 0.0 0.072
C 1.4114 -3.1756 1.5576 0.2 0.0 0.1 -0.185
C 1.1355 -1.7307 1.7973 -0.2 0.4 0.1 -0.254
N 0.7261 -1.3465 2.9751 0.0 -1.3 0.3 0.115
O 0.6079 0.0043 2.9583 0.1 0.9 -0.4 0.027
C 0.9689 0.4661 1.7579 0.3 -0.6 -0.7 -0.234
C 1.3133 -0.5941 0.9461 -0.2 0.6 0.7 -0.024
C 1.7026 -0.4534 -0.4694 0.2 -0.1 0.2 -0.442
O 2.1451 0.5882 -0.9191 0.0 0.2 -0.1 0.073
N 1.5498 -1.5706 -1.2317 0.1 -0.3 -0.1 0.066
H 1.0333 -2.3386 -0.8331 0.0 0.1 0.1 0.115
C 1.5015 -1.4653 -2.6702 0.0 0.0 -0.3 -0.159
H 2.0008 -2.3307 -3.1150 0.0 0.1 0.0 0.119
H 2.0452 -0.5556 -2.9325 0.0 -0.2 0.0 0.122
C 0.0446 -1.3681 -3.1683 0.2 0.1 0.2 -0.121
C -0.6557 -0.2886 -2.3946 -0.2 0.0 -0.1 -0.246
C -0.5747 1.0407 -2.7714 -0.1 -0.1 0.0 -0.037
C -1.0989 2.0289 -1.9591 0.0 0.1 0.0 -0.008
C -1.7032 1.7335 -0.7436 -0.1 0.1 0.2 -0.201
C -1.8143 0.3859 -0.3606 0.0 -0.1 0.0 -0.194
C -1.2915 -0.5907 -1.2014 -0.2 0.3 0.0 0.029
H -1.3980 -1.6140 -0.8720 0.0 -0.1 0.0 0.131
O -2.3613 -0.1195 0.7827 0.3 0.0 -0.3 -0.068
C -3.0364 0.7011 1.7081 -0.3 0.2 0.4 -0.069
H -3.4358 0.0139 2.4540 0.0 0.1 0.0 0.097
H -3.8561 1.2499 1.2402 0.1 0.0 0.0 0.096
H -2.3607 1.4062 2.1965 -0.1 -0.1 0.0 0.086
O -2.1840 2.7007 0.1108 0.0 -0.5 -0.1 -0.130
C -2.0588 4.0498 -0.2621 0.0 0.2 0.0 -0.083
H -2.4899 4.6182 0.5614 0.0 0.0 -0.1 0.096
H -2.6140 4.2695 -1.1796 0.0 0.0 0.0 0.097
H -1.0104 4.3379 -0.3907 0.0 0.0 0.0 0.096
H -1.0096 3.0547 -2.2772 0.0 0.1 0.0 0.104
H -0.0863 1.3160 -3.6932 0.1 0.0 -0.1 0.118
H 0.0516 -1.1442 -4.2351 0.0 -0.1 -0.1 0.115
H -0.4558 -2.3267 -3.0152 0.0 0.0 -0.1 0.113
C 0.9361 1.9239 1.5105 -0.1 0.0 0.1 0.031
H 1.5642 2.4367 2.2373 0.1 0.1 0.0 0.098
H -0.0800 2.3006 1.6163 -0.1 0.1 0.0 0.078
H 1.3028 2.1153 0.5061 0.0 0.0 0.0 0.081
H 0.7678 -3.5608 0.7613 -0.1 0.0 0.1 0.105
H 1.1549 -3.7077 2.4751 -0.1 0.0 -0.1 0.115
```
Forces are in eV/Å.

Computed properties:
- Total charge: 0
- E: -1071.42771 hartree
- HOMO-LUMO gap: 0.3228 hartree
- Energy above the lowest of the compared OMol25 structures with the same formula, charge and spin: 299.0 kJ/mol